# 1
{
  "formula": "C2H2N2O",
  "method": "ωB97M-V/def2-TZVPD",
  "symbols": ["N", "C", "C", "N", "O", "H", "H"],
  "coordinates": [[-2.162, -0.113, 0.044], [-1.020, -0.051, -0.061], [0.443, 0.143, -0.003], [1.189, -0.988, -0.033], [0.915, 1.227, 0.004], [0.778, -1.897, 0.035], [2.175, -0.771, 0.240]],
  "atomic_forces_ev_per_a": [[0.0810, -0.0960, -0.1812], [-0.3310, -0.0086, 0.3460], [-0.3410, -1.6726, -0.6627], [1.2037, 0.8461, 0.5614], [0.5607, 2.0618, 0.2766], [0.0924, -0.2510, 0.1717], [-1.2659, -0.8796, -0.5117]],
  "mol_weight_da": 70.1,
  "homo_energy_ev": -11.4,
  "charge": 0,
  "smiles": "N#CC(N)=O",
  "de_lowest_kj_mol": 17.6
}

***

# 2
{
  "formula": "C6H6ClO2",
  "method": "ωB97M-V/def2-TZVPD",
  "symbols": ["C", "C", "C", "Cl", "C", "C", "C", "O", "O", "H", "H", "H", "H", "H", "H"],
  "coordinates": [[-1.839, -0.618, -1.181], [-1.493, -0.401, 0.080], [-0.234, 0.267, 0.463], [-0.182, 0.248, 2.287], [1.152, -0.542, -0.023], [2.178, -0.776, 0.672], [0.034, 1.875, -0.053], [0.643, 1.924, -1.132], [-0.379, 2.742, 0.719], [-2.794, -0.938, -1.387], [-1.399, -0.279, -2.116], [-2.173, -0.765, 0.858], [1.220, -0.709, -1.130], [3.070, -1.213, 0.114], [2.198, -0.816, 1.828]],
  "atomic_forces_ev_per_a": [[0.6560, 1.0599, -0.5168], [0.1554, -0.1655, -0.7097], [3.2967, -0.5794, 0.3294], [-0.0910, 0.0799, -0.0473], [-5.5080, 2.3481, -2.9937], [4.4179, -2.4676, 3.5044], [-0.1893, -0.4817, 0.1877], [-0.3745, -0.2243, 0.1732], [-0.0060, -0.3881, -0.2606], [-2.1993, -1.2731, -0.1226], [0.8748, 0.1465, 0.5674], [0.3738, 0.3526, -0.1488], [-0.4541, 0.4441, 1.0962], [-1.0363, 0.5869, 1.0580], [0.0838, 0.5616, -2.1167]],
  "mol_weight_da": 145.6,
  "homo_energy_ev": -4.4,
  "charge": -1,
  "smiles": "C=CC(Cl)(C=C)C(=O)[O-]",
  "de_lowest_kj_mol": 40.3
}

***

# 3
{
  "formula": "C15H26N2O2",
  "method": "ωB97M-V/def2-TZVPD",
  "symbols": ["C", "C", "C", "C", "O", "N", "C", "H", "C", "H", "H", "C", "C", "C", "C", "O", "N", "C", "C", "C", "H", "H", "H", "H", "H", "H", "H", "H", "H", "H", "C", "H", "C", "H", "H", "H", "H", "H", "H", "H", "H", "H", "H", "H", "H"],
  "coordinates": [[-2.370, 0.377, -5.263], [-0.935, 0.795, -5.454], [-0.373, 0.964, -4.053], [0.008, -0.328, -3.311], [1.144, -1.086, -3.655], [-0.816, -0.668, -2.297], [-1.910, 0.172, -1.688], [-2.216, 0.744, -2.276], [-1.663, 0.231, -0.219], [-2.496, 0.863, 0.110], [-0.979, 0.947, -0.142], [-1.423, -1.067, 0.647], [-0.943, -0.745, 1.921], [0.029, 0.131, 2.313], [0.294, 0.292, 3.792], [-0.611, 0.291, 4.657], [1.519, 1.094, 4.084], [2.539, 1.427, 3.351], [3.758, 1.281, 3.873], [3.452, 0.375, 3.036], [3.999, 0.193, 2.045], [3.278, -0.579, 3.552], [4.430, 2.174, 3.649], [3.888, 1.296, 5.062], [2.184, 1.782, 2.619], [1.445, 1.158, 5.090], [0.269, 1.130, 1.711], [0.872, -0.495, 2.005], [-1.963, -0.034, 2.493], [-1.055, -1.566, 2.480], [-0.349, -1.791, -0.142], [0.001, -2.764, 0.367], [-0.672, -1.984, -1.643], [0.335, -2.463, -2.165], [-1.440, -2.604, -1.672], [0.447, -1.140, -0.121], [-2.262, -1.749, 0.441], [-2.981, -0.436, -1.749], [0.700, 1.472, -4.055], [-0.946, 1.787, -3.184], [-0.292, 0.258, -5.958], [-0.973, 1.974, -5.698], [-2.674, 0.197, -6.134], [-2.829, 1.086, -4.697], [-2.367, -0.724, -4.565]],
  "atomic_forces_ev_per_a": [[4.6583, -4.3479, 6.3273], [-3.2624, 6.7486, 4.8700], [3.5351, 2.5672, 3.8403], [3.9442, -2.8746, -1.2345], [-6.3012, 4.0773, 1.6426], [-0.8060, -1.0676, 0.1362], [1.8643, -14.0919, 7.0234], [-3.5704, 10.6119, -7.9888], [-3.5310, -0.0420, 0.1884], [-0.5668, -0.6295, 0.7405], [4.0407, 2.4075, 0.9949], [-0.3131, 0.5596, -6.9439], [-9.6679, 3.4801, 3.3823], [7.2338, 2.0073, -0.8473], [-0.9275, 4.8259, 1.2666], [2.5834, -1.1941, -1.8275], [-9.1072, -4.4721, 5.1747], [-0.3615, -3.7822, 3.8265], [10.2165, 11.5651, 10.8977], [1.3002, -11.5024, -7.0950], [-1.0446, 0.7117, 1.3816], [-0.4111, 0.0029, -0.7223], [-0.2612, -1.4216, -0.2659], [-0.5891, -0.9450, -2.5955], [-3.0108, 6.8541, -10.3727], [0.7723, 0.5948, 0.0696], [-1.0930, -1.9122, 1.4447], [1.6030, 0.5464, -0.0686], [1.7719, -2.2370, -1.4824], [0.4334, -3.1855, 2.6305], [0.1471, -2.1293, -0.1664], [-0.7134, 1.2408, -0.8362], [7.2907, 1.8688, 0.1833], [-2.8545, 1.0769, 1.2212], [-3.9697, -2.5020, -1.1164], [2.4839, 1.2330, 0.0073], [-0.5281, 0.5411, 1.4416], [2.3825, 0.1918, -0.0347], [-2.0893, -0.8222, -0.4655], [1.2895, -2.5650, -3.1946], [2.8829, -2.7422, -3.1180], [0.2616, -2.7156, -0.6726], [-3.7292, -1.5268, -6.7267], [-1.7628, 1.8923, 1.2484], [-0.2234, 3.1033, -2.1642]],
  "mol_weight_da": 266.4,
  "homo_energy_ev": -8.9,
  "charge": 0,
  "de_lowest_kj_mol": 1576.5
}

***

Q: Number 3 is which compound?
A: C15H26N2O2